# 1
This record from OMol25 describes C36H32BF4GeN4O2STc as an isolated structure. The level of theory is ωB97M-V/def2-TZVPD.

The value obtained for the energy above the lowest of the compared OMol25 structures with the same formula, charge and spin is 31.4 kJ/mol. The value obtained for the total energy is -128993.3904 eV. Its net charge is +2.

```
82
Properties=species:S:1:pos:R:3:mulliken_charge:R:1
Tc -1.5554 0.9059 0.4284 -1.518
C -4.5620 -0.7436 1.5330 -1.668
C -3.7013 0.4746 1.6319 1.409
C -2.5646 0.5083 2.4656 -0.631
C -1.7835 1.6867 2.5851 -0.631
C -2.1403 2.8333 1.8565 -0.402
C -3.2415 2.7970 1.0017 -0.280
C -3.9863 1.6214 0.8682 -0.390
H -5.5233 -0.5259 2.0041 0.420
H -4.1182 -1.5898 2.0547 0.380
H -4.7664 -1.0054 0.4944 0.321
H -2.2982 -0.3651 3.0441 0.457
H -0.9011 1.6940 3.2099 0.707
H -1.5234 3.7200 1.9148 0.490
H -3.4844 3.6588 0.3954 0.427
H -4.8012 1.5816 0.1553 0.475
N -0.4968 -1.5490 -7.0123 -0.443
C -1.0552 -1.1956 -5.8409 1.138
C -0.5010 -0.1467 -5.0701 -1.041
C -1.0776 0.2269 -3.8880 -0.327
C -2.2242 -0.4436 -3.4393 -0.217
C -2.7780 -1.4992 -4.1765 -0.492
C -2.2005 -1.8712 -5.3580 -0.919
S -2.9726 0.0534 -1.9973 1.365
O -4.3223 -0.3832 -1.8772 -0.737
O -2.6137 1.4350 -1.6860 -0.651
N -2.0913 -0.5812 -0.6742 0.676
C -1.6117 -1.7936 -0.3972 0.661
N -0.6132 -1.7174 0.5545 0.647
C -0.0528 -2.8877 0.9910 0.588
C -0.4632 -4.0645 0.4478 -0.732
C -1.4334 -4.0309 -0.5669 -0.667
N -2.0053 -2.9126 -0.9795 -0.493
H 0.2671 -1.0252 -7.4011 0.211
H -0.9238 -2.2428 -7.6004 0.210
H 0.3717 0.3806 -5.4353 0.386
H -0.6672 1.0514 -3.3153 0.502
H -3.6684 -2.0001 -3.8169 0.523
H -2.6311 -2.6742 -5.9431 0.347
H 0.7027 -2.8081 1.7598 0.317
H -0.0404 -4.9985 0.7872 0.512
H -1.7626 -4.9464 -1.0462 0.499
F 0.9182 4.4586 -0.9124 -0.167
B -0.2278 4.0090 -1.3816 0.395
F -1.3638 4.2810 -0.7366 -0.214
F -0.2855 3.3713 -2.5370 -0.096
F -0.0837 1.9957 -0.1278 -0.345
C -0.2496 -0.3633 0.8944 0.505
Ge 1.7031 0.1081 1.4051 3.282
C 1.7888 1.6362 2.6194 -0.497
C 1.3600 2.9250 2.2891 0.090
C 1.5085 3.9745 3.1831 -0.879
C 2.0988 3.7599 4.4235 -0.734
C 2.5654 2.4952 4.7493 -0.738
C 2.4176 1.4457 3.8520 -0.616
C 2.4720 -1.4823 2.2370 -0.865
C 3.3761 -2.2580 1.5140 -0.269
C 3.8565 -3.4544 2.0345 -0.821
C 3.4317 -3.8898 3.2822 -0.592
C 2.5350 -3.1207 4.0181 -0.932
C 2.0612 -1.9250 3.4986 0.058
C 2.3762 0.4076 -0.3918 -0.471
C 2.0582 -0.4725 -1.4267 -0.035
C 2.5145 -0.2375 -2.7158 -0.840
C 3.2924 0.8834 -2.9789 -0.661
C 3.6138 1.7636 -1.9543 -0.764
C 3.1555 1.5284 -0.6649 -0.204
H 0.9496 3.1269 1.3097 0.727
H 1.1871 4.9698 2.9016 0.520
H 2.2171 4.5805 5.1191 0.421
H 3.0597 2.3233 5.6965 0.456
H 2.8196 0.4771 4.1209 0.383
H 3.7144 -1.9293 0.5366 0.428
H 4.5682 -4.0414 1.4679 0.476
H 3.8070 -4.8200 3.6894 0.446
H 2.2152 -3.4500 4.9988 0.450
H 1.3614 -1.3369 4.0865 0.330
H 1.4671 -1.3658 -1.2349 0.427
H 2.2716 -0.9320 -3.5112 0.567
H 3.6581 1.0665 -3.9813 0.438
H 4.2237 2.6345 -2.1579 0.474
H 3.4026 2.2296 0.1246 0.435
```

# 2
This record from OMol25 describes C20H17F9FeN8O3PS2Se as an isolated structure. The level of theory is ωB97M-V/def2-TZVPD.

The value obtained for the energy above the lowest of the compared OMol25 structures with the same formula, charge and spin is 175.0 kJ/mol. The value obtained for the total energy is -194238.3615 eV. Its net charge is -2. As for the spin multiplicity: 6.

```
62
Properties=species:S:1:pos:R:3:mulliken_charge:R:1
Fe 0.0583 -0.1375 -0.2243 1.620
C -2.8589 2.0581 4.9511 -1.251
C -3.0551 1.8625 3.4476 -0.184
N -1.9343 2.3973 2.7026 -0.037
C -0.8600 1.6620 2.3407 -0.054
S -0.6378 0.0624 2.8840 -0.282
N 0.0332 2.3507 1.6304 -1.075
N 0.9348 1.6572 0.9824 0.822
C 1.8988 2.2798 0.3791 0.333
C 2.0270 3.7757 0.4050 -1.972
C 2.7841 1.4782 -0.4404 0.731
C 3.9347 2.0034 -1.0390 -0.846
C 4.7049 1.1915 -1.8478 -0.467
C 4.3357 -0.1317 -2.0348 -0.771
C 3.1907 -0.5772 -1.3973 -0.157
N 2.4432 0.1959 -0.6259 0.341
H -3.7323 1.6852 5.4893 0.405
H -2.7187 3.1142 5.1887 0.327
H -1.9794 1.5054 5.2791 0.250
H -3.9545 2.3847 3.1189 0.426
H -3.1747 0.7990 3.2369 -0.005
H -2.1101 3.1387 2.0350 0.368
H 1.0955 4.1762 0.7982 0.435
H 2.1757 4.1428 -0.6115 0.393
H 2.8563 4.0999 1.0395 0.358
H 4.2063 3.0347 -0.8665 0.407
H 5.5968 1.5828 -2.3222 0.371
H 4.8984 -0.7910 -2.6790 0.423
H 2.8606 -1.6036 -1.4994 0.174
Se 1.4926 -1.7525 1.6479 0.135
C 1.5498 -3.4620 0.8256 0.256
C 1.2268 -3.6426 -0.5202 -0.204
C 1.3709 -4.9006 -1.0796 -0.558
N 1.7913 -5.9726 -0.4081 -0.629
C 2.0725 -5.7992 0.8819 -0.303
C 1.9723 -4.5872 1.5395 -0.409
H 0.8537 -2.8171 -1.1113 0.461
H 1.1401 -5.0750 -2.1244 0.396
H 2.3923 -6.6920 1.4116 0.333
H 2.2121 -4.4988 2.5906 0.370
F -3.1871 0.9111 -2.7061 -0.200
C -3.0178 2.0977 -2.1317 0.424
F -4.1829 2.3978 -1.5136 -0.242
F -2.8460 3.0187 -3.0903 -0.251
S -1.7097 2.1514 -0.7996 1.289
O -1.9899 3.4501 -0.2345 -0.728
O -0.4124 1.9884 -1.4155 -0.606
O -2.0866 0.9918 0.0001 -0.698
F 0.2343 -0.6789 -2.4214 -0.624
P 0.5681 -0.0928 -3.9751 1.454
F -0.7408 0.8140 -3.9164 -0.390
F 0.9173 0.4178 -5.4657 -0.391
F -0.3044 -1.3172 -4.5628 -0.401
F 1.8745 -1.0632 -3.9861 -0.389
F 1.4668 1.0754 -3.3379 -0.306
N -1.2659 -1.7843 0.0628 -0.235
C -2.3596 -1.9994 0.3866 0.478
C -3.6476 -2.3185 0.7760 -0.006
C -4.2418 -3.5305 0.3828 -0.039
N -4.7644 -4.5183 0.0854 -0.614
C -4.3798 -1.4389 1.5985 0.155
N -5.0180 -0.7696 2.2906 -0.612
```

# 3
This record from OMol25 describes C2H5F5Sb as an isolated structure. The level of theory is ωB97M-V/def2-TZVPD.

The value obtained for the total energy is -22276.8091 eV. Its net charge is -1.

```
13
Properties=species:S:1:pos:R:3:mulliken_charge:R:1
F -1.7570 1.2286 -0.0389 -0.265
C -0.8714 1.2464 -1.0540 0.800
F -1.4858 0.6907 -2.1143 -0.275
F -0.6646 2.5483 -1.3579 -0.284
C 0.4111 0.4789 -0.6690 0.028
F 1.3385 1.4445 -0.3684 -0.307
F 0.8602 -0.0900 -1.8391 -0.322
Sb 0.3585 -1.1085 1.0715 0.071
H -1.3199 -1.4793 0.6414 -0.084
H -0.1992 0.2154 2.1006 -0.071
H 2.0326 -0.6074 1.3652 -0.067
H 0.9136 -2.2862 -0.1256 -0.071
H 0.3834 -2.2813 2.3885 -0.153
```

# 4
This record from OMol25 describes C20H13AsCl5N4O2S4Tc as an isolated structure. The level of theory is ωB97M-V/def2-TZVPD.

The value obtained for the total energy is -199981.7586 eV. Its net charge is +2.

```
50
Properties=species:S:1:pos:R:3:mulliken_charge:R:1
Tc 0.4361 -0.0471 -0.5349 -0.455
Cl -1.5563 0.6993 2.7405 -0.116
C -1.0804 1.9176 1.6265 1.002
C -0.2645 1.6605 0.5255 -1.377
C 0.0002 2.7169 -0.3170 1.810
Cl 0.9360 2.2121 -1.7021 -0.046
C -0.4484 4.0090 -0.1663 -0.324
Cl -0.0441 5.2127 -1.3044 -0.154
C -1.2545 4.2625 0.9467 0.643
Cl -1.8618 5.8309 1.1990 -0.120
C -1.5727 3.2195 1.8278 -0.090
Cl -2.5868 3.5509 3.1614 -0.135
N -2.2881 -1.3712 0.5669 0.408
C -1.1686 -2.0722 0.9570 0.327
C -1.3461 -3.0901 1.9001 -1.031
C -0.2835 -3.8802 2.2511 -0.526
C 0.9607 -3.6614 1.6476 -0.920
C 1.0845 -2.6201 0.7803 -0.657
N 0.0466 -1.7982 0.4517 0.835
C -2.5481 -0.5715 -0.5185 0.627
C -3.8890 -0.3075 -0.8231 -1.056
C -4.1917 0.4391 -1.9313 -0.455
C -3.1538 0.9025 -2.7516 -0.997
C -1.8701 0.6340 -2.3840 -0.486
N -1.5458 -0.0654 -1.2576 0.738
H -3.1080 -1.5895 1.1143 0.238
H -2.3297 -3.2545 2.3193 0.478
H -0.4151 -4.6768 2.9707 0.477
H 1.8135 -4.2841 1.8725 0.489
H 2.0306 -2.3869 0.3145 0.534
H -4.6693 -0.7115 -0.1921 0.497
H -5.2240 0.6446 -2.1804 0.476
H -3.3528 1.4607 -3.6543 0.485
H -1.0375 0.9732 -2.9823 0.562
S 0.9059 -0.3257 -6.1031 -0.159
As 1.3928 -2.0287 -5.1640 0.451
S 1.8468 -0.6546 -2.2185 0.198
S 0.5413 -2.0302 -2.9229 -0.036
S 2.3982 -3.7296 -5.4674 -0.122
O 3.6181 0.5758 -1.1866 -0.618
C 3.4062 0.5382 0.0159 0.132
C 4.4345 0.7063 1.1033 -0.553
C 3.6712 0.3929 2.3910 -0.526
C 2.2634 0.0899 1.9359 -0.135
O 1.3306 -0.2632 2.6062 -0.438
N 2.1700 0.2531 0.5353 0.915
H 4.8152 1.7270 1.0638 0.296
H 5.2787 0.0459 0.9110 0.340
H 3.6490 1.2186 3.1012 0.293
H 4.0603 -0.4734 2.9254 0.282
```

# 5
This record from OMol25 describes C3H7N3 as an isolated structure. The level of theory is ωB97M-V/def2-TZVPD.

The value obtained for the energy above the lowest of the compared OMol25 structures with the same formula, charge and spin is 430.5 kJ/mol. The value obtained for the total energy is -7690.2175 eV. Its net charge is 0.

```
13
Properties=species:S:1:pos:R:3:mulliken_charge:R:1
C -1.8607 -0.2894 -0.0885 -0.977
C -0.3956 0.0990 -0.0809 0.616
C 2.0226 -0.5132 0.0708 0.133
H -2.1831 -0.4845 1.2092 0.244
H -2.2548 -1.1850 -0.7869 0.333
H -2.2972 0.7795 -0.2416 0.255
H -0.9213 1.9659 0.4437 0.197
H 0.2900 -1.6832 -0.2068 0.208
H 2.7817 -1.3921 0.4470 0.246
H 1.7262 1.4674 -0.7545 0.352
N -0.0370 1.3392 0.0777 -0.712
N 0.7392 -0.7340 -0.0084 -0.229
N 2.3900 0.6305 -0.0807 -0.666
```

Question: The lowest net charge belongs to which entry?
Answer: C20H17F9FeN8O3PS2Se

Question: Which value of net charge does entry 4 give?
Answer: +2